No. 1
C55H55HgN11O4S as an isolated structure at a distorted geometry. Source: the Open Molecules 2025 dataset; level of theory: ωB97M-V/def2-TZVPD.

XYZ file:
```
127
Properties=species:S:1:pos:R:3:lowdin_charge:R:1
Hg 12.819 12.634 14.101 1.18
S 15.079 14.254 15.086 0.18
O 15.102 13.452 13.832 -0.44
O 13.609 14.360 15.397 -0.49
O 15.823 13.697 16.184 -0.34
O 15.517 15.598 14.936 -0.35
N 12.261 14.128 12.390 -0.02
C 12.702 15.370 12.623 -0.09
C 12.151 16.459 11.946 -0.03
C 11.127 16.263 11.063 -0.05
C 10.634 14.976 10.898 -0.06
C 11.203 13.944 11.588 -0.15
H 13.525 15.409 13.340 0.08
H 12.484 17.447 12.175 0.09
H 10.700 17.089 10.516 0.11
H 9.810 14.812 10.228 0.10
H 10.880 12.938 11.454 0.10
N 11.907 14.005 19.101 0.06
C 11.827 13.805 20.406 -0.16
C 12.868 14.135 21.314 -0.08
C 14.014 14.612 20.783 -0.07
C 14.151 14.798 19.379 -0.03
C 13.099 14.468 18.555 -0.13
H 10.897 13.298 20.759 0.11
H 12.801 13.788 22.306 0.09
H 14.810 14.832 21.468 0.10
H 15.102 15.149 19.025 0.07
H 13.147 14.507 17.495 0.05
N 15.251 11.022 9.030 0.05
C 15.092 12.202 8.444 -0.16
C 15.240 13.433 9.093 -0.08
C 15.479 13.393 10.418 -0.09
C 15.626 12.186 11.103 -0.08
C 15.565 11.028 10.352 -0.14
H 14.922 12.261 7.376 0.10
H 15.199 14.372 8.541 0.11
H 15.552 14.298 11.016 0.11
H 15.938 12.242 12.134 0.06
H 15.753 10.058 10.805 0.10
N 12.647 18.706 14.433 0.05
C 11.713 19.440 15.012 -0.18
C 11.348 19.315 16.328 -0.07
C 11.936 18.301 17.129 -0.06
C 12.950 17.563 16.569 -0.04
C 13.268 17.802 15.194 -0.12
H 11.131 20.145 14.460 0.09
H 10.511 19.896 16.668 0.09
H 11.567 18.145 18.146 0.11
H 13.529 16.935 17.175 0.07
H 14.069 17.207 14.746 0.07
N 19.231 19.340 14.450 0.05
C 18.720 20.489 14.048 -0.17
C 17.351 20.761 13.962 -0.08
C 16.452 19.769 14.285 -0.07
C 16.971 18.551 14.740 -0.07
C 18.348 18.372 14.807 -0.13
H 19.484 21.168 13.754 0.09
H 16.979 21.733 13.677 0.09
H 15.362 19.905 14.203 0.10
H 16.300 17.718 14.904 0.06
H 18.789 17.425 15.103 0.10
N 17.188 10.928 20.353 0.05
C 16.829 11.611 19.277 -0.17
C 17.178 11.263 17.982 -0.08
C 17.908 10.112 17.800 -0.09
C 18.390 9.447 18.932 -0.06
C 18.005 9.892 20.209 -0.15
H 16.188 12.477 19.381 0.09
H 16.916 11.819 17.050 0.09
H 18.165 9.768 16.799 0.10
H 18.953 8.530 18.831 0.09
H 18.395 9.498 21.136 0.10
N 10.523 13.202 14.948 0.00
C 10.663 14.147 15.904 -0.09
C 9.577 14.520 16.708 -0.05
C 8.367 14.028 16.382 -0.07
C 8.265 13.097 15.361 -0.06
C 9.358 12.682 14.661 -0.16
H 11.649 14.568 15.934 0.06
H 9.673 15.278 17.500 0.12
H 7.440 14.310 16.871 0.12
H 7.285 12.748 15.162 0.09
H 9.341 12.028 13.808 0.11
N 17.225 16.569 20.646 0.04
C 16.825 17.592 19.914 -0.15
C 16.773 17.486 18.543 -0.09
C 17.111 16.345 17.888 -0.08
C 17.573 15.271 18.685 -0.06
C 17.607 15.432 20.077 -0.16
H 16.485 18.514 20.355 0.10
H 16.335 18.263 17.942 0.10
H 16.978 16.202 16.803 0.09
H 17.841 14.355 18.143 0.09
H 17.860 14.631 20.782 0.11
N 20.840 11.511 14.132 0.03
C 20.275 12.064 15.147 -0.20
C 19.109 12.748 15.075 -0.06
C 18.446 12.687 13.851 -0.05
C 18.975 11.956 12.787 -0.05
C 20.251 11.375 12.986 -0.16
H 20.845 11.988 16.095 0.12
H 18.698 13.193 15.950 0.08
H 17.472 13.196 13.770 0.09
H 18.428 11.920 11.861 0.08
H 20.778 10.760 12.196 0.12
N 12.646 11.276 16.392 0.02
C 13.359 11.697 17.466 -0.10
C 13.143 11.099 18.682 -0.06
C 12.194 10.148 18.832 -0.08
C 11.490 9.779 17.738 -0.08
C 11.705 10.343 16.506 -0.15
H 14.083 12.430 17.215 0.07
H 13.811 11.283 19.525 0.12
H 11.999 9.701 19.783 0.11
H 10.684 9.024 17.895 0.12
H 11.167 10.111 15.605 0.09
N 13.647 10.556 13.666 -0.03
C 12.921 9.607 12.994 -0.12
C 13.374 8.348 12.850 -0.07
C 14.638 8.008 13.306 -0.04
C 15.361 8.953 14.009 -0.02
C 14.799 10.199 14.199 -0.13
H 11.979 9.898 12.605 0.10
H 12.850 7.576 12.316 0.11
H 14.974 7.012 13.075 0.11
H 16.211 8.609 14.574 0.11
H 15.272 10.942 14.792 0.10
```

Properties
E_tot	-97516.12543	eV
LUMO	-0.32	eV
Kohn-Sham gap	8.5	eV
max |F|	0.0704	Eh/bohr

---

No. 2
A 9-piece molecular cluster, C32H68NO16 overall at a distorted geometry. Source: the Open Molecules 2025 dataset; level of theory: ωB97M-V/def2-TZVPD.

XYZ file:
```
117
Properties=species:S:1:pos:R:3:lowdin_charge:R:1
N 0.108 0.301 0.411 0.28
H 0.753 -0.574 0.447 0.14
H -0.825 0.067 0.563 0.05
H 0.176 0.596 -0.603 0.10
H 0.562 1.126 1.041 0.18
O 1.034 3.012 -0.404 0.08
C 1.496 3.082 -1.513 -0.53
O 0.793 3.479 -2.598 0.01
C -0.614 4.106 -2.541 -0.16
C -1.046 4.704 -3.852 -0.06
C 2.947 2.834 -1.814 0.01
H -0.665 4.929 -1.860 0.11
H -1.401 3.510 -2.375 0.06
H -2.023 5.097 -3.675 0.08
H -0.944 4.002 -4.670 0.05
H -0.320 5.503 -4.154 0.10
H 3.176 2.605 -2.831 0.07
H 3.256 2.012 -1.255 0.02
H 3.790 3.615 -1.600 0.14
O 1.696 -0.037 -2.217 0.07
C 2.321 -0.724 -3.032 -0.41
O 3.680 -1.093 -2.946 -0.04
C 4.487 -0.664 -1.921 -0.26
C 5.991 -1.137 -2.286 -0.01
C 1.694 -1.296 -4.248 0.06
H 4.152 -1.025 -0.895 0.11
H 4.354 0.396 -1.868 0.08
H 6.703 -0.695 -1.776 -0.01
H 6.087 -0.706 -3.438 0.15
H 6.019 -2.232 -2.121 0.08
H 0.789 -1.794 -3.804 0.12
H 2.152 -2.044 -4.662 0.03
H 1.322 -0.452 -4.787 0.09
O -5.896 -1.930 -0.747 0.06
C -5.371 -2.959 -0.265 -0.38
O -4.397 -2.880 0.733 -0.01
C -4.021 -1.602 1.162 -0.20
C -3.183 -1.647 2.469 -0.01
C -5.843 -4.370 -0.648 0.10
H -4.811 -1.119 1.225 0.03
H -3.359 -1.104 0.433 0.12
H -3.701 -1.889 3.313 0.04
H -2.801 -0.749 2.764 0.00
H -2.307 -2.436 2.332 0.11
H -5.845 -4.416 -1.819 0.16
H -6.734 -4.538 -0.466 0.01
H -5.140 -4.750 -0.359 -0.07
O -0.555 -2.688 0.247 0.07
C -0.172 -3.746 0.740 -0.51
O 1.085 -4.194 0.779 -0.03
C 2.096 -3.584 -0.129 -0.15
C 3.236 -4.633 -0.331 -0.05
C -1.207 -4.613 1.464 0.02
H 2.530 -2.681 0.482 0.16
H 1.659 -3.626 -1.065 0.09
H 4.236 -4.244 -0.623 0.08
H 2.894 -5.250 -1.149 0.07
H 3.358 -5.119 0.610 0.06
H -1.285 -5.845 1.434 0.16
H -2.078 -4.480 1.018 0.00
H -1.164 -4.473 2.549 0.08
O 3.277 0.471 1.128 0.12
C 4.248 0.821 1.656 -0.56
O 4.553 2.071 2.240 -0.07
C 3.488 3.030 2.394 -0.24
C 4.077 4.067 3.296 -0.08
C 5.508 0.010 1.764 0.03
H 2.729 2.427 2.867 0.12
H 3.366 3.470 1.403 0.12
H 3.220 4.806 3.533 0.11
H 4.690 4.776 2.800 0.06
H 4.432 3.515 4.227 0.11
H 6.377 0.551 2.137 0.08
H 5.543 -0.528 0.726 0.10
H 5.263 -0.857 2.546 0.13
O 0.096 -0.330 3.298 0.05
C -0.173 -0.692 4.450 -0.44
O 0.190 -1.863 5.084 -0.02
C 0.976 -2.955 4.396 -0.19
C 2.453 -2.694 4.464 -0.09
C -1.110 0.046 5.420 0.06
H 0.967 -2.812 3.293 0.09
H 0.914 -4.073 4.645 0.15
H 2.900 -2.722 5.340 0.01
H 2.881 -1.892 3.715 0.12
H 2.659 -3.769 4.079 0.11
H -1.207 -0.545 6.218 0.04
H -2.171 0.091 5.077 0.11
H -0.494 0.805 5.600 0.05
O -1.925 -0.163 -1.924 0.03
C -2.287 -0.817 -2.968 -0.44
O -2.299 -0.311 -4.183 0.03
C -2.021 0.989 -4.410 -0.29
C -1.704 1.297 -5.864 -0.05
C -2.791 -2.175 -2.787 0.05
H -1.272 1.474 -3.825 0.08
H -2.908 1.493 -3.820 0.17
H -0.741 0.817 -6.243 0.09
H -1.562 2.478 -6.274 0.15
H -2.441 0.975 -6.448 0.00
H -2.188 -2.873 -3.194 0.07
H -3.707 -2.377 -3.152 0.07
H -2.861 -2.305 -1.733 0.08
O -2.766 1.569 1.394 0.06
C -3.518 2.406 1.953 -0.37
O -3.700 3.703 1.429 -0.03
C -3.086 4.165 0.234 -0.18
C -3.737 5.503 -0.342 -0.04
C -4.404 2.227 3.164 0.07
H -3.156 3.370 -0.339 0.05
H -1.961 4.314 0.299 0.14
H -3.702 6.506 0.115 0.08
H -4.786 5.546 -0.665 0.07
H -3.279 5.676 -1.283 0.03
H -5.448 2.137 2.820 0.13
H -4.124 2.857 3.835 0.04
H -4.213 1.336 3.514 0.02
```

Properties
E_tot	-68519.72647	eV
LUMO	-1.49	eV
Kohn-Sham gap	10.5	eV
total charge	+1
max |F|	0.3308	Eh/bohr

---

No. 3
C6H12ClDyIO2P as an isolated structure at a distorted geometry. Source: the Open Molecules 2025 dataset; level of theory: ωB97M-V/def2-TZVPD.

XYZ file:
```
24
Properties=species:S:1:pos:R:3:lowdin_charge:R:1
C 1.906 -1.426 0.083 -0.33
I 2.346 0.918 0.873 1.02
H 1.074 -1.002 -0.502 -0.01
H 1.609 -1.600 1.124 0.06
H 2.033 -2.438 -0.348 0.11
Dy -2.505 1.108 -0.322 1.24
P -0.661 0.365 -2.071 0.70
C 0.974 0.837 -2.705 -0.24
C -1.105 -1.006 -3.200 -0.22
H -2.845 1.566 -2.656 0.04
H -1.546 1.676 -3.850 0.09
H -1.449 2.722 -2.399 0.07
C -1.745 1.732 -2.777 -0.32
H -2.044 -1.475 -2.879 0.03
H -1.209 -0.621 -4.224 0.08
H 0.881 1.081 -3.771 0.08
H 1.681 0.008 -2.586 0.06
H -0.299 -1.751 -3.166 0.07
H 1.359 1.706 -2.160 0.04
C 3.200 -0.743 -0.067 -0.80
O 4.279 -0.995 -0.508 0.13
Cl -3.901 -0.828 -0.657 0.06
O -0.681 -0.617 2.109 0.16
C -1.142 -0.003 1.238 -0.14
```

Properties
E_tot	-64488.55468	eV
LUMO (alpha / beta)	-9.55 / -9.63	eV
<S²>	9.36
spin multiplicity	6
Kohn-Sham gap (alpha / beta)	5.5 / 5.4	eV
total charge	+2
max |F|	0.1433	Eh/bohr

---

No. 4
A 2-piece molecular cluster, C3H4NO5S overall at a distorted geometry. Source: the Open Molecules 2025 dataset; level of theory: ωB97M-V/def2-TZVPD.

XYZ file:
```
14
Properties=species:S:1:pos:R:3:lowdin_charge:R:1
C 1.939 0.213 0.134 -0.01
C 1.075 1.019 0.296 -0.02
C -0.822 -0.685 0.479 -0.17
N -0.280 -1.667 -0.113 -0.37
O 0.806 -2.220 0.094 -0.04
O -3.397 -0.712 0.293 -0.34
O -0.951 -2.071 -1.243 0.06
O -2.284 1.399 0.793 -0.34
O -2.118 0.401 -1.427 -0.36
S -2.313 0.198 0.009 0.38
H 2.652 -0.493 0.523 0.04
H -1.528 -1.353 -1.542 0.05
H 0.298 1.616 -0.108 0.04
H -0.391 -0.377 1.377 0.09
```

Properties
E_tot	-25734.66557	eV
LUMO	3.85	eV
Kohn-Sham gap	9.2	eV
total charge	-1
max |F|	0.0600	Eh/bohr

---

Please write out number 4 again, unchanged.
A 2-piece molecular cluster, C3H4NO5S overall at a distorted geometry. Source: the Open Molecules 2025 dataset; level of theory: ωB97M-V/def2-TZVPD.

XYZ file:
```
14
Properties=species:S:1:pos:R:3:lowdin_charge:R:1
C 1.939 0.213 0.134 -0.01
C 1.075 1.019 0.296 -0.02
C -0.822 -0.685 0.479 -0.17
N -0.280 -1.667 -0.113 -0.37
O 0.806 -2.220 0.094 -0.04
O -3.397 -0.712 0.293 -0.34
O -0.951 -2.071 -1.243 0.06
O -2.284 1.399 0.793 -0.34
O -2.118 0.401 -1.427 -0.36
S -2.313 0.198 0.009 0.38
H 2.652 -0.493 0.523 0.04
H -1.528 -1.353 -1.542 0.05
H 0.298 1.616 -0.108 0.04
H -0.391 -0.377 1.377 0.09
```

Properties
E_tot	-25734.66557	eV
LUMO	3.85	eV
Kohn-Sham gap	9.2	eV
total charge	-1
max |F|	0.0600	Eh/bohr

---

- Which of these has the lowest max |F|?
  C3H4NO5S